Entry 1:
Formula: C36H27BIIrN3O2S2
Source: OMol25
Level of theory: the ωB97M-V functional and the def2-TZVPD basis

Positions of all 73 atoms, in Å:
Ir -0.15 0.05 0.07
I 1.99 3.22 -0.45
S -1.00 -1.38 4.22
S 0.85 0.62 -3.03
O -1.72 2.50 -1.05
O -1.69 2.51 1.23
N -0.17 -0.18 2.11
N -0.19 0.00 -1.98
N 2.15 0.06 -0.11
C 0.80 -0.54 -4.40
C 0.42 0.61 5.61
C 2.95 1.14 -0.13
C 1.11 -0.10 -5.68
C 4.92 -0.22 0.04
C -3.93 5.42 -0.58
C 0.76 -2.34 -6.49
C -0.08 4.37 -4.16
C 0.34 0.54 3.17
C -3.90 5.42 0.81
C -0.86 -1.22 2.51
C -2.51 3.53 -0.60
C -1.69 -2.60 -0.81
C 0.51 -1.87 -4.15
C 0.62 3.25 -3.73
C 2.72 -1.15 -0.04
C 1.21 1.74 5.52
C 1.12 1.69 3.11
C -1.41 -2.13 1.53
C -1.24 1.84 -4.37
C -1.92 2.96 -4.83
C 1.56 2.28 4.28
C 0.02 2.00 -3.81
C -1.35 4.22 -4.70
C 4.09 -1.33 0.03
C 4.33 1.04 -0.06
C -2.53 -3.66 -0.48
C -0.01 0.03 4.42
C -1.10 -1.83 0.18
C -3.18 4.47 1.53
C 1.09 -1.01 -6.73
C -2.22 -3.22 1.86
C -2.49 3.54 0.79
C -3.23 4.46 -1.32
C -2.78 -3.97 0.85
C 0.48 -2.77 -5.21
B -1.21 1.87 0.09
H -1.49 -2.41 -1.86
H -4.50 6.17 -1.11
H -2.89 2.84 -5.28
H 1.63 3.35 -3.34
H -1.91 5.09 -5.02
H -3.26 4.44 -2.40
H -4.46 6.18 1.34
H -2.40 -3.45 2.90
H 1.38 2.11 2.14
H 4.93 1.94 -0.07
H 0.14 0.20 6.56
H 0.31 -2.20 -3.13
H 1.55 2.22 6.43
H 2.17 3.16 4.22
H 0.73 -3.04 -7.32
H 1.36 0.94 -5.86
H 0.24 -3.81 -5.02
H 4.50 -2.33 0.08
H -3.17 4.46 2.61
H 5.99 -0.32 0.11
H 1.33 -0.67 -7.73
H 2.03 -1.99 -0.03
H -2.99 -4.24 -1.27
H 0.36 5.35 -4.07
H -3.42 -4.82 1.09
H -1.69 0.86 -4.46
H -1.07 -0.23 -2.43

2S+1: 5
E: -79614.34223 eV
Net charge: +1
HOMO (spin up / spin down): -8.83 / -10.57 eV
Strongest force on any atom: 2.374 eV/Å
Relative energy (zero: lowest compared OMol25 entry of this formula, charge and spin): 71.8 kcal per mole
E_LUMO (spin up / spin down): -2.413 / -6.280 eV

Entry 2:
Formula: C36H27Br2ClCrGeN2O
Source: OMol25
Level of theory: the ωB97M-V functional and the def2-TZVPD basis

Positions of all 71 atoms, in Å:
Br 2.21 -1.80 0.24
Br -1.61 -0.80 3.47
Ge 1.15 1.42 -0.16
Cr -0.26 -1.62 0.38
Cl -7.31 1.45 -0.22
O -1.47 1.13 0.12
N -0.27 -3.47 -0.73
N -2.09 -2.07 0.52
C -0.56 5.10 -1.49
C -5.02 0.05 0.07
C -3.62 -0.16 0.19
C 1.39 4.33 0.31
C -0.08 -1.51 2.46
C -3.42 2.25 -0.07
C -2.81 1.00 0.10
C 3.93 1.47 0.86
C 4.53 1.62 3.19
C -2.00 -3.40 0.89
C 1.77 0.99 -2.00
C 4.90 1.54 1.85
C 1.17 -0.04 -2.72
C -0.42 0.25 0.22
C 2.50 0.47 -4.66
C 2.22 1.62 2.53
C 1.14 5.68 0.10
C -1.53 -6.09 1.55
C -3.28 -1.52 0.41
C -0.30 3.75 -1.28
C -2.74 -4.02 1.87
C 0.16 6.07 -0.80
C 0.21 -6.18 -0.25
C -0.97 -4.14 0.22
C -5.58 1.29 -0.10
C -0.77 -5.51 0.52
C -2.48 -5.36 2.21
C 2.58 1.51 1.19
C 3.11 1.50 -3.96
C 3.18 1.66 3.53
C 0.87 -5.49 -1.23
C 0.68 3.35 -0.37
C 1.52 -0.30 -4.04
C 0.61 -4.14 -1.45
C 2.73 1.76 -2.64
C -4.77 2.43 -0.17
H 0.41 -0.65 -2.24
H 0.77 -0.93 2.82
H 4.22 1.36 -0.18
H -3.03 -5.81 3.02
H 5.29 1.65 3.96
H -5.21 3.41 -0.30
H 5.95 1.52 1.58
H 3.19 2.58 -2.11
H 1.15 -3.57 -2.19
H 2.77 0.27 -5.69
H 1.71 6.43 0.63
H 2.89 1.73 4.57
H -5.67 -0.81 0.13
H 1.63 -5.99 -1.83
H -0.04 7.12 -0.98
H -1.36 -7.13 1.82
H 0.41 -7.22 -0.05
H 1.16 1.66 2.80
H -1.33 5.40 -2.20
H -3.48 -3.44 2.42
H -0.86 3.00 -1.82
H 2.16 4.03 1.02
H -4.12 -2.21 0.48
H -2.76 3.11 -0.12
H 3.87 2.10 -4.44
H 0.04 -2.53 2.83
H 1.04 -1.10 -4.58

2S+1: 2
E: -280342.67571 eV
Net charge: -1
HOMO (spin up / spin down): -3.37 / -3.32 eV
Strongest force on any atom: 1.117 eV/Å
Relative energy (zero: lowest compared OMol25 entry of this formula, charge and spin): 0.0 kcal per mole
E_LUMO (spin up / spin down): 1.788 / 1.731 eV

Entry 3:
Formula: C36H27BrN7O4SYb
Source: OMol25
Level of theory: the ωB97M-V functional and the def2-TZVPD basis

Positions of all 77 atoms, in Å:
Yb 0.29 -0.18 -0.52
Br 1.59 6.74 2.44
S -0.02 -2.64 2.31
O 1.43 1.50 -1.36
O -0.72 -0.27 -2.35
O -0.75 -1.37 1.45
O 0.62 1.66 0.68
N -2.83 0.96 -0.85
N 2.44 -0.57 3.00
N 2.62 5.50 -1.34
N -2.01 0.35 -0.11
N 1.77 -1.73 -0.20
N 3.02 -1.30 4.05
N 2.66 -0.99 0.61
C -5.44 3.51 -2.86
C -2.48 0.21 1.24
C -3.26 -0.15 3.87
C 1.83 5.66 0.91
C -1.60 0.49 -2.92
C -3.54 0.94 1.76
C -4.57 2.70 -2.18
C -3.47 2.15 -4.26
C 3.39 -1.17 -2.02
C -1.56 0.63 -4.34
C 2.42 6.19 -0.22
C 3.18 -5.49 4.32
C 3.42 -4.87 3.11
C 1.40 -2.44 -2.44
C -2.45 1.44 -4.97
C -2.20 -0.89 3.37
C 1.71 -2.48 -3.79
C 3.06 -2.70 4.08
C 2.23 4.23 -1.34
C -1.02 -3.97 1.68
C 1.63 3.61 -0.25
C -5.34 3.67 -4.25
C 1.42 4.34 0.91
C 2.23 -1.78 -1.53
C -3.56 2.00 -2.86
C 2.82 -3.33 5.31
C 2.89 -4.70 5.43
C -4.37 2.99 -4.94
C 1.21 2.19 -0.32
C 2.86 -1.87 -4.27
C 2.53 -0.90 1.82
C -2.60 1.15 -2.19
C 3.69 -1.22 -3.37
C -3.93 0.76 3.07
C -1.82 -0.69 2.05
C 3.38 -3.49 2.97
H -4.05 1.65 1.12
H 3.67 -5.47 2.24
H -2.07 -3.88 1.96
H -3.56 -0.30 4.90
H -6.21 4.05 -2.31
H 2.58 -2.72 6.17
H 0.95 3.87 1.77
H -4.76 1.34 3.47
H 4.60 -0.74 -3.72
H -1.67 -1.59 3.99
H -4.65 2.59 -1.11
H 3.23 -6.56 4.41
H -6.03 4.32 -4.78
H 1.04 -3.00 -4.47
H 2.40 3.66 -2.25
H 0.51 -2.95 -2.07
H -0.92 -4.06 0.60
H -0.62 -4.88 2.14
H 3.61 -3.05 2.02
H 2.70 -5.16 6.39
H 4.05 -0.65 -1.33
H -2.40 1.56 -6.04
H -4.28 3.10 -6.01
H -0.78 0.10 -4.87
H 2.63 -0.91 4.90
H 3.10 -1.91 -5.32
H 2.74 7.23 -0.22

2S+1: 2
E: -168798.62055 eV
Net charge: 0
HOMO (spin up / spin down): -7.31 / -7.31 eV
Strongest force on any atom: 1.148 eV/Å
Relative energy (zero: lowest compared OMol25 entry of this formula, charge and spin): 45.7 kcal per mole
E_LUMO (spin up / spin down): -0.863 / -0.872 eV

Entry 4:
Formula: C36H27Cl2N3O8S3Y
Source: OMol25
Level of theory: the ωB97M-V functional and the def2-TZVPD basis

Positions of all 80 atoms, in Å:
Y 0.53 -0.88 -0.30
Cl -2.03 -2.86 -0.61
Cl -2.95 -5.63 -0.33
S -2.72 -1.27 2.29
S -4.76 1.95 0.74
S -0.90 3.26 -0.36
O -0.08 0.86 -2.38
O 2.27 -0.57 -1.61
O 0.64 -1.27 1.91
O -1.34 0.08 0.03
O 3.19 -0.45 -4.20
O 1.06 -3.12 -0.55
O -0.83 1.10 -4.47
O 1.26 -5.01 -1.75
N 0.15 -1.80 -2.69
N 1.77 0.74 2.16
N 1.95 0.64 0.78
C 0.14 -1.37 4.64
C 4.38 2.75 -2.83
C -1.25 2.25 1.00
C 0.07 4.30 0.59
C -2.91 1.08 3.25
C -5.52 2.19 -0.77
C -3.38 -1.10 3.85
C 0.78 -0.27 4.07
C -3.41 0.21 4.24
C 4.16 1.67 -3.70
C -4.72 1.79 -1.80
C 0.15 -0.27 6.78
C 2.75 1.52 0.28
C 0.78 0.82 6.21
C 1.00 -3.81 -1.61
C 3.18 1.56 -1.10
C -1.73 -4.44 0.14
C 2.94 0.46 -1.97
C 0.13 3.89 1.89
C 1.10 0.82 4.86
C -2.49 0.42 2.12
C -3.33 1.36 0.01
C -0.64 2.72 2.12
C -0.35 0.37 -3.45
C 3.47 0.56 -3.29
C 0.54 -3.06 -2.86
C 3.90 2.67 -1.54
C 3.76 -1.70 -3.85
C 0.20 -2.91 -5.22
C 1.08 -0.28 2.60
C -0.15 -1.07 -3.76
C 0.56 -3.65 -4.12
C -2.06 0.98 0.78
C -0.17 -1.37 5.99
C -0.15 -1.57 -5.05
C -3.46 1.31 -1.35
H 0.70 4.40 2.65
H 1.60 1.67 4.41
H -0.76 -4.80 -0.18
H 3.14 2.28 0.96
H 3.45 -2.41 -4.61
H 4.86 -1.64 -3.84
H -0.70 2.23 3.08
H 1.03 1.68 6.82
H -0.88 2.02 -4.16
H 0.21 -3.34 -6.21
H -0.40 -0.93 -5.88
H -5.01 1.83 -2.84
H -0.67 -2.23 6.43
H -2.67 0.93 -1.98
H 4.51 1.70 -4.72
H 0.56 5.15 0.13
H -2.86 2.15 3.35
H 4.92 3.62 -3.17
H 4.07 3.49 -0.85
H -0.10 -0.27 7.83
H -0.10 -2.21 4.00
H 3.41 -2.03 -2.87
H -3.76 0.54 5.21
H -1.78 -4.31 1.22
H -6.52 2.57 -0.83
H 0.88 -4.68 -4.18
H -3.66 -1.96 4.42

E: -117222.99478 eV
Net charge: -1
HOMO: -4.91 eV
Strongest force on any atom: 0.889 eV/Å
Relative energy (zero: lowest compared OMol25 entry of this formula, charge and spin): 11.9 kcal per mole
E_LUMO: 2.080 eV

Entry 5:
Formula: C36H27N4O2PdSb
Source: OMol25
Level of theory: the ωB97M-V functional and the def2-TZVPD basis

Positions of all 71 atoms, in Å:
Sb -0.65 -0.11 0.37
Pd 1.84 -0.22 -1.33
O 0.80 3.34 -2.93
O 4.22 -0.57 1.92
N 2.25 -2.14 -0.60
N 3.11 0.27 0.08
N 1.84 1.70 -1.68
N 0.57 -0.21 -3.01
C -1.96 -2.60 1.77
C -3.09 -3.66 -0.53
C 0.69 0.76 2.96
C -3.78 1.92 -1.95
C 3.26 1.67 0.23
C -2.39 -2.46 -0.59
C -2.23 1.21 -0.23
C -2.80 1.04 -1.49
C 2.92 -4.41 0.84
C 4.04 3.68 1.29
C -0.55 0.42 2.43
C 0.35 1.05 -3.39
C 2.56 2.44 -0.72
C 3.54 -0.69 0.91
C -4.18 2.98 -1.15
C 2.62 3.83 -0.65
C 3.36 4.44 0.35
C 0.82 1.12 4.29
C -0.89 -0.97 -4.73
C 2.10 -4.50 -0.27
C -2.65 -3.80 1.82
C -3.23 -4.33 0.67
C 1.03 2.17 -2.63
C -1.67 0.45 3.27
C -1.83 -1.91 0.56
C 3.40 -3.17 1.21
C -2.63 2.29 0.55
C 1.78 -3.34 -0.96
C -0.50 1.36 -4.44
C 3.05 -2.06 0.48
C -1.55 0.81 4.60
C -3.60 3.17 0.09
C -0.04 -1.20 -3.67
C 3.99 2.29 1.23
C -0.30 1.14 5.11
C -1.13 0.33 -5.12
H 1.13 -3.37 -1.81
H -0.20 1.43 6.15
H 4.52 1.68 1.95
H 1.80 1.38 4.69
H -4.94 3.67 -1.51
H -3.78 -5.26 0.72
H -3.53 -4.07 -1.43
H 2.08 4.41 -1.39
H 4.04 -3.02 2.08
H -3.90 4.01 0.71
H -2.42 0.83 5.24
H -1.36 -1.81 -5.23
H 1.69 -5.45 -0.60
H -2.28 -1.96 -1.54
H 3.40 5.52 0.40
H -4.21 1.77 -2.93
H -2.18 2.46 1.52
H -2.75 -4.32 2.77
H 4.61 4.16 2.07
H -0.64 2.40 -4.67
H 1.57 0.75 2.33
H -2.65 0.20 2.87
H -1.51 -2.20 2.67
H -1.80 0.55 -5.94
H 0.17 -2.21 -3.33
H -2.48 0.23 -2.13
H 3.18 -5.30 1.40

E: -57844.21658 eV
Net charge: 0
HOMO: -7.13 eV
Strongest force on any atom: 0.641 eV/Å
E_LUMO: -0.172 eV

Entry 6:
Formula: C36H28As2ClCoN3O3
Source: OMol25
Level of theory: the ωB97M-V functional and the def2-TZVPD basis

Positions of all 74 atoms, in Å:
As 0.79 -0.21 -1.96
As 0.28 1.29 0.69
Co -0.88 -0.49 -0.27
Cl -4.33 -1.72 5.89
O -2.43 0.02 0.65
O -0.30 -1.71 1.04
O -1.64 -1.87 -1.37
N -2.92 -1.95 -1.63
N -5.99 -0.71 -2.57
N -1.98 1.26 -1.92
C -1.79 3.03 1.62
C 0.64 2.46 -0.82
C -3.73 -1.24 4.34
C 2.01 -2.60 -1.07
C 1.44 1.64 -1.85
C -4.44 -0.28 3.59
C -4.88 -0.80 -2.30
C 2.02 0.94 1.41
C 3.83 -0.52 2.02
C -0.78 0.18 -5.82
C 4.07 1.86 2.27
C -3.49 -0.84 -1.97
C 3.06 -3.48 -0.82
C 4.59 0.58 2.38
C 3.57 -1.01 -1.99
C 0.52 -1.77 -4.33
C -2.11 -1.37 2.57
C -2.58 3.64 2.58
C -2.32 3.42 3.93
C 2.54 -0.34 1.53
C -0.73 2.22 2.01
C -2.81 -0.40 1.81
C -2.72 0.38 -1.98
C 4.62 -1.88 -1.73
C -2.59 -1.79 3.84
C -1.27 2.60 4.32
C 2.79 2.05 1.78
C -0.47 2.00 3.36
C -0.50 -1.06 -6.38
C 0.14 -2.03 -5.64
C 0.25 -0.53 -3.77
C -4.00 0.12 2.36
C 2.28 -1.37 -1.65
C -0.92 -1.97 2.10
C 4.36 -3.11 -1.14
C -0.40 0.45 -4.51
H -3.40 4.28 2.28
H -5.36 0.13 4.00
H -0.80 -1.26 -7.40
H -0.32 2.76 -1.22
H 1.96 -1.20 1.24
H 2.38 3.05 1.71
H 1.37 2.08 -2.84
H 4.66 2.72 2.56
H 5.18 -3.80 -0.94
H 1.00 -2.89 -0.81
H -1.28 0.95 -6.40
H 3.78 -0.05 -2.46
H 4.23 -1.52 2.11
H -2.02 3.18 0.57
H 5.59 0.44 2.76
H 1.19 3.34 -0.49
H -0.46 -2.74 2.73
H 0.36 -3.00 -6.08
H -2.04 -2.53 4.40
H 2.86 -4.44 -0.37
H 0.36 1.37 3.66
H 2.49 1.58 -1.57
H -0.63 1.42 -4.08
H -2.94 3.89 4.68
H -4.55 0.86 1.79
H -1.07 2.43 5.37
H 5.63 -1.60 -1.99
H 1.04 -2.54 -3.76

E: -220216.93813 eV
Net charge: +1
HOMO (spin up / spin down): -11.06 / -11.03 eV
Strongest force on any atom: 1.283 eV/Å
Relative energy (zero: lowest compared OMol25 entry of this formula, charge and spin): 0.0 kcal per mole
E_LUMO (spin up / spin down): -3.963 / -3.855 eV